Formula: C32H44BrHgN3P2S
Source: the Open Molecules 2025 dataset
Level of theory: ωB97M-V/def2-TZVPD

Structure (XYZ):
```
84
C32H44BrHgN3P2S, DFT ωB97M-V/def2-TZVPD
C 3.08 -1.71 4.17
C 3.53 -0.74 3.24
C 4.39 -1.12 2.20
C 4.76 -2.47 2.11
N 4.31 -3.38 2.98
C 3.50 -3.03 3.98
C 3.01 0.60 3.30
C 2.47 1.69 3.21
C 1.42 2.55 2.71
C 0.17 1.94 2.51
C -0.82 2.59 1.73
C -0.38 3.68 0.94
C 0.75 4.40 1.26
C 1.61 3.87 2.25
Hg -1.10 1.46 -0.46
P -0.24 -1.77 -0.25
H 4.74 -0.41 1.45
H 2.40 -1.46 4.98
H 5.43 -2.82 1.31
H 3.17 -3.83 4.66
H 2.46 4.43 2.61
H -0.02 0.96 2.97
H 0.99 5.34 0.78
H -1.87 2.46 1.97
C -1.23 -2.97 -1.28
C -0.69 -4.35 -1.64
H -1.41 -2.41 -2.21
H -2.20 -3.07 -0.78
H -1.42 -4.86 -2.30
H 0.25 -4.31 -2.19
H -0.57 -5.00 -0.76
C 1.54 -2.21 -0.65
C 2.15 -3.54 -0.21
H 2.11 -1.39 -0.19
H 1.65 -2.09 -1.74
H 3.19 -3.58 -0.55
H 2.18 -3.64 0.88
H 1.64 -4.41 -0.63
C -0.43 -2.45 1.47
C -0.64 -3.95 1.70
H -1.30 -1.90 1.88
H 0.45 -2.11 2.05
H -0.76 -4.14 2.78
H -1.54 -4.32 1.20
H 0.22 -4.55 1.37
Br -1.40 4.20 -0.83
P 0.31 1.48 -2.73
C 0.95 0.11 -3.77
C 0.79 0.30 -5.28
H 0.40 -0.79 -3.44
H 2.01 -0.07 -3.52
H 1.14 -0.60 -5.80
H -0.26 0.45 -5.56
H 1.37 1.15 -5.66
C -0.84 2.44 -3.79
C -0.25 3.60 -4.58
H -1.61 2.84 -3.11
H -1.37 1.73 -4.45
H -1.08 4.18 -5.01
H 0.34 4.27 -3.95
H 0.37 3.26 -5.43
C 1.75 2.52 -2.21
C 2.87 2.74 -3.23
H 2.17 2.00 -1.33
H 1.35 3.47 -1.83
H 3.66 3.34 -2.75
H 3.32 1.80 -3.54
H 2.53 3.29 -4.11
N -4.39 -0.17 -1.49
C -4.46 0.13 -0.19
N -3.41 0.29 0.60
C -3.80 0.49 1.92
C -2.94 0.65 3.02
C -3.43 1.20 4.21
C -4.81 1.43 4.35
C -5.69 1.14 3.30
C -5.19 0.68 2.09
S -6.03 0.34 0.58
H -5.26 -0.37 -1.98
H -3.50 -0.42 -1.90
H -1.90 0.39 2.89
H -2.74 1.45 5.01
H -5.19 1.82 5.30
H -6.77 1.29 3.40
```

Output
total charge = +2
largest force on an atom = 2.59 eV/A
energy relative to the best compared isomer or geometry (same formula, charge and spin) = 0.0 kcal/mol